Entry 1:
{"formula": "C22H60O8", "method": "ωB97M-V/def2-TZVPD", "symbols": ["C", "O", "H", "H", "H", "H", "C", "C", "C", "O", "H", "H", "H", "H", "H", "H", "H", "H", "C", "C", "C", "O", "H", "H", "H", "H", "H", "H", "H", "H", "C", "C", "C", "O", "H", "H", "H", "H", "H", "H", "H", "H", "C", "C", "C", "O", "H", "H", "H", "H", "H", "H", "H", "H", "C", "C", "C", "O", "H", "H", "H", "H", "H", "H", "H", "H", "C", "C", "C", "O", "H", "H", "H", "H", "H", "H", "H", "H", "C", "C", "C", "O", "H", "H", "H", "H", "H", "H", "H", "H"], "positions_angstrom": [[-1.520, 0.050, 1.182], [-2.740, -0.383, 0.568], [-1.062, -0.790, 1.765], [-1.730, 0.822, 1.906], [-0.857, 0.312, 0.397], [-2.491, -1.030, -0.081], [0.017, 2.931, 1.509], [0.605, 4.210, 2.072], [1.906, 4.106, 2.736], [0.781, 5.162, 1.288], [-0.487, 2.370, 2.295], [0.877, 2.409, 1.020], [-0.633, 3.233, 0.685], [-0.227, 4.607, 2.736], [2.610, 3.626, 2.068], [1.988, 3.443, 3.541], [2.229, 5.106, 3.066], [0.585, 6.036, 1.645], [0.098, -2.764, 0.386], [0.736, -3.817, -0.508], [1.912, -3.273, -1.359], [1.106, -4.869, -0.009], [-0.321, -1.979, -0.270], [0.762, -2.274, 1.088], [-0.713, -3.171, 0.973], [-0.083, -4.206, -1.141], [2.696, -2.819, -0.743], [1.492, -2.458, -1.951], [2.390, -4.034, -1.990], [1.115, -5.479, -0.711], [-3.093, 2.487, -1.112], [-4.119, 2.855, -0.057], [-3.365, 3.483, 1.072], [-5.001, 3.640, -0.494], [-3.541, 1.898, -1.850], [-2.278, 1.838, -0.728], [-2.604, 3.372, -1.581], [-4.628, 2.060, 0.381], [-2.742, 4.339, 0.728], [-2.786, 2.770, 1.604], [-4.014, 3.924, 1.766], [-5.565, 3.144, -1.022], [-1.680, 1.263, -4.180], [-0.535, 0.615, -3.521], [-1.023, -0.490, -2.589], [0.306, -0.006, -4.195], [-1.347, 1.662, -5.088], [-1.997, 2.053, -3.459], [-2.538, 0.521, -4.243], [-0.048, 1.430, -2.983], [-1.439, 0.009, -1.695], [-0.265, -1.205, -2.236], [-1.763, -1.117, -3.050], [1.032, -0.319, -3.586], [1.704, 0.124, 3.433], [2.831, 0.508, 4.371], [3.912, -0.612, 4.292], [3.505, 1.505, 4.059], [1.398, -0.912, 3.447], [1.976, 0.329, 2.444], [0.837, 0.762, 3.675], [2.405, 0.613, 5.363], [4.633, -0.421, 5.135], [4.542, -0.592, 3.397], [3.471, -1.596, 4.382], [3.627, 2.069, 4.883], [1.649, 0.358, -0.451], [3.057, 0.809, -0.260], [3.846, -0.250, 0.476], [3.828, 1.069, -1.249], [1.685, -0.566, -1.033], [0.929, 1.088, -0.874], [1.295, 0.019, 0.468], [3.012, 1.741, 0.362], [4.698, 0.265, 0.858], [4.145, -1.025, -0.209], [3.308, -0.767, 1.319], [4.743, 1.196, -0.916], [-2.752, -3.461, -1.571], [-1.951, -4.021, -2.783], [-1.934, -5.563, -2.698], [-2.437, -3.737, -3.887], [-2.294, -3.913, -0.733], [-3.831, -3.728, -1.564], [-2.587, -2.407, -1.476], [-0.960, -3.566, -2.835], [-1.465, -6.030, -3.563], [-2.941, -5.992, -2.498], [-1.252, -5.780, -1.846], [-2.675, -2.826, -3.969]], "lowdin_charge": [-0.15, -0.11, 0.09, 0.06, 0.03, 0.01, -0.02, -0.67, -0.05, 0.01, 0.07, 0.07, 0.07, 0.16, 0.08, 0.04, 0.10, 0.13, -0.02, -0.64, -0.01, 0.06, 0.06, 0.07, 0.09, 0.10, 0.07, 0.05, 0.09, 0.10, -0.04, -0.62, -0.04, 0.06, 0.05, 0.06, 0.11, 0.13, 0.10, 0.05, 0.07, 0.09, -0.02, -0.67, -0.04, 0.03, 0.07, 0.07, 0.11, 0.13, 0.07, 0.06, 0.06, 0.14, -0.03, -0.63, -0.04, 0.00, 0.08, 0.02, 0.08, 0.14, 0.09, 0.07, 0.07, 0.17, -0.05, -0.61, -0.04, 0.01, 0.06, 0.09, 0.03, 0.14, 0.08, 0.08, 0.08, 0.13, -0.01, -0.64, -0.02, 0.03, 0.05, 0.11, 0.03, 0.13, 0.08, 0.10, 0.07, 0.10], "smiles": "CC(C)O.CC(C)O.CC(C)O.CC(C)O.CC(C)O.CC(C)O.CC(C)O.CO", "gap_ev": 10.02, "lumo_ev": 0.487, "charge": 0}

Entry 2:
{"formula": "C22H63F3O31P7PtS", "method": "ωB97M-V/def2-TZVPD", "symbols": ["Pt", "C", "F", "F", "F", "S", "O", "O", "O", "C", "O", "P", "O", "O", "C", "O", "C", "H", "H", "H", "H", "H", "H", "H", "H", "H", "C", "O", "P", "O", "O", "C", "O", "C", "H", "H", "H", "H", "H", "H", "H", "H", "H", "C", "O", "P", "O", "O", "C", "O", "C", "H", "H", "H", "H", "H", "H", "H", "H", "H", "C", "O", "P", "O", "O", "C", "O", "C", "H", "H", "H", "H", "H", "H", "H", "H", "H", "C", "O", "P", "O", "O", "C", "O", "C", "H", "H", "H", "H", "H", "H", "H", "H", "H", "C", "O", "P", "O", "O", "C", "O", "C", "H", "H", "H", "H", "H", "H", "H", "H", "H", "C", "O", "P", "O", "O", "C", "O", "C", "H", "H", "H", "H", "H", "H", "H", "H", "H"], "positions_angstrom": [[-3.276, 3.117, -3.531], [0.238, -0.992, -0.957], [0.542, -1.800, 0.106], [1.278, -1.051, -1.734], [-0.849, -1.557, -1.546], [-0.247, 0.792, -0.328], [1.049, 1.416, 0.045], [-0.706, 1.320, -1.583], [-1.156, 0.738, 0.778], [-4.576, 1.348, 6.035], [-5.360, 1.178, 7.221], [-6.932, 0.813, 6.888], [-7.267, 0.324, 5.534], [-7.860, 2.144, 7.365], [-7.393, 3.216, 8.088], [-7.332, -0.186, 8.103], [-8.052, -1.275, 7.704], [-4.491, 2.435, 6.035], [-4.913, 1.003, 5.058], [-3.594, 0.917, 6.232], [-6.564, 2.910, 8.726], [-8.084, 3.568, 8.853], [-7.192, 4.001, 7.359], [-8.715, -1.651, 8.483], [-7.565, -2.175, 7.331], [-8.804, -1.186, 6.920], [9.514, 2.929, -4.398], [8.686, 2.063, -5.101], [7.143, 1.711, -4.497], [6.182, 2.877, -4.581], [7.443, 1.123, -2.996], [6.458, 1.441, -1.955], [6.702, 0.396, -5.381], [7.450, -0.813, -5.510], [9.882, 3.831, -4.887], [10.375, 2.343, -4.077], [8.796, 3.264, -3.649], [5.563, 1.831, -2.439], [6.902, 2.157, -1.263], [6.140, 0.567, -1.386], [8.259, -0.691, -4.789], [7.644, -1.090, -6.546], [6.795, -1.620, -5.183], [-1.952, -8.526, -6.548], [-1.158, -8.195, -5.436], [-1.182, -8.942, -4.028], [-2.417, -8.620, -3.281], [-0.966, -10.505, -4.254], [-1.572, -11.473, -3.361], [0.160, -8.497, -3.215], [0.161, -7.215, -2.610], [-2.591, -7.746, -6.964], [-2.477, -9.479, -6.478], [-1.201, -8.776, -7.297], [-1.008, -12.405, -3.336], [-2.599, -11.714, -3.636], [-1.729, -11.031, -2.378], [0.749, -6.473, -3.151], [0.509, -7.309, -1.582], [-0.837, -6.863, -2.348], [1.373, 2.023, 6.250], [1.761, 2.951, 7.248], [1.270, 4.548, 7.101], [-0.190, 4.676, 7.151], [1.800, 4.919, 5.649], [1.602, 6.194, 4.950], [2.222, 5.478, 8.088], [1.751, 6.736, 8.427], [0.898, 2.477, 5.380], [0.669, 1.333, 6.714], [2.176, 1.356, 5.935], [1.549, 5.924, 3.896], [2.501, 6.808, 5.001], [0.792, 6.750, 5.422], [1.944, 6.928, 9.483], [0.679, 6.890, 8.305], [2.165, 7.479, 7.745], [-6.407, -1.541, -0.419], [-6.011, -2.030, -1.724], [-6.268, -1.262, -3.109], [-5.778, 0.131, -3.206], [-7.818, -1.327, -3.365], [-8.615, -0.518, -4.281], [-5.598, -2.246, -4.272], [-5.373, -3.696, -4.093], [-5.920, -0.579, -0.260], [-6.033, -2.294, 0.275], [-7.491, -1.470, -0.330], [-9.663, -0.736, -4.077], [-8.430, 0.556, -4.271], [-8.491, -0.903, -5.294], [-4.389, -4.047, -3.780], [-5.421, -4.253, -5.029], [-6.216, -4.197, -3.618], [4.327, -5.975, 4.039], [4.238, -5.813, 2.655], [5.659, -5.493, 1.894], [6.364, -6.665, 1.287], [5.203, -4.448, 0.757], [5.995, -4.225, -0.350], [6.557, -4.623, 2.907], [6.284, -3.196, 3.186], [5.244, -6.552, 4.159], [3.505, -6.634, 4.320], [4.177, -5.114, 4.689], [6.939, -3.785, -0.027], [5.501, -3.439, -0.922], [6.266, -5.059, -0.998], [6.688, -2.496, 2.455], [6.852, -2.879, 4.061], [5.240, -2.925, 3.342], [1.812, 6.424, -3.171], [1.330, 7.401, -4.111], [-0.265, 7.572, -4.258], [-1.129, 6.461, -3.752], [-0.487, 8.900, -3.317], [-1.540, 9.827, -3.515], [-0.575, 8.065, -5.710], [0.404, 8.576, -6.539], [2.000, 5.483, -3.686], [1.195, 6.385, -2.272], [2.788, 6.743, -2.806], [-1.863, 10.218, -2.550], [-2.467, 9.423, -3.923], [-1.252, 10.707, -4.090], [-0.106, 9.017, -7.396], [1.075, 7.738, -6.727], [0.995, 9.411, -6.162]], "lowdin_charge": [0.94, -0.56, 0.13, 0.20, 0.16, 0.61, -0.02, -0.29, -0.22, -0.11, -0.22, 0.55, -0.24, -0.23, -0.16, -0.18, -0.20, 0.09, 0.08, 0.09, 0.09, 0.09, 0.09, 0.09, 0.09, 0.08, -0.13, -0.25, 0.55, -0.27, -0.25, -0.08, -0.24, -0.09, 0.09, 0.10, 0.07, 0.07, 0.09, 0.08, 0.08, 0.09, 0.08, -0.11, -0.21, 0.41, -0.26, -0.21, -0.08, -0.20, -0.13, 0.09, 0.09, 0.09, 0.09, 0.09, 0.08, 0.09, 0.09, 0.08, -0.13, -0.22, 0.49, -0.24, -0.25, -0.05, -0.21, -0.15, 0.08, 0.09, 0.08, 0.09, 0.08, 0.09, 0.10, 0.08, 0.09, -0.06, -0.24, 0.41, -0.29, -0.22, -0.06, -0.23, -0.08, 0.09, 0.09, 0.09, 0.09, 0.09, 0.09, 0.09, 0.08, 0.09, -0.14, -0.21, 0.46, -0.24, -0.23, -0.14, -0.22, -0.07, 0.09, 0.09, 0.09, 0.09, 0.09, 0.09, 0.08, 0.09, 0.09, -0.09, -0.22, 0.43, -0.29, -0.22, -0.12, -0.20, -0.11, 0.09, 0.09, 0.09, 0.09, 0.09, 0.09, 0.10, 0.10, 0.10], "gap_ev": [4.51, 2.97], "lumo_ev": [-7.047, -8.586], "multiplicity": 3, "s2": 2.0280, "charge": 1}